one.
This record from the Open Molecules 2025 dataset describes an isolated ion of composition CH2F2O2PS and charge -1. The level of theory is ωB97M-V/def2-TZVPD.

Last columns: bonded neighbours and bond lengths (Å).
Geometry (Å):
1 C -1.731 -1.088 -0.820  F4 1.387, F5 1.436, P6 1.931
2 O 2.423 1.433 0.267  S7 1.458
3 O 3.349 -0.839 0.558  S7 1.466
4 F -1.857 -0.542 -2.089  C1 1.387
5 F -1.600 -2.495 -1.078  C1 1.436
6 P 0.093 -0.635 -0.372  C1 1.931, S7 2.614, H8 1.449, H9 1.336
7 S 2.601 0.097 -0.288  O2 1.458, O3 1.466, P6 2.614
8 H -0.241 0.246 0.730  P6 1.449
9 H -0.134 0.396 -1.191  P6 1.336

The LUMO energy (spin up / spin down) is 2.94 / 3.33 eV. The calculation puts the HOMO energy (spin up / spin down) at -2.71 / -3.71 eV. As for the frontier orbital gap (spin up / spin down): 5.6437 / 7.0445 eV. As for the total charge: -1.

=====

two.
This record from the Open Molecules 2025 dataset describes a 2-piece molecular cluster, CH2F2O2PS overall. The level of theory is ωB97M-V/def2-TZVPD.

Last columns: bonded neighbours and bond lengths (Å).
Geometry (Å):
1 C -0.291 -1.037 -0.066  F4 1.386, F5 1.363, P6 1.843
2 O 2.632 0.540 0.724  S7 1.466
3 O 0.853 1.740 -0.492  S7 1.431
4 F -0.250 -1.915 1.006  C1 1.386
5 F -0.227 -1.787 -1.202  C1 1.363
6 P -1.820 -0.009 -0.066  C1 1.843, H8 1.458, H9 1.561
7 S 1.833 0.698 -0.494  O2 1.466, O3 1.431
8 H -1.202 1.131 -0.734  P6 1.458
9 H -1.529 0.640 1.324  P6 1.561

The LUMO energy (spin up / spin down) is 3.74 / 3.74 eV. The calculation puts the HOMO energy (spin up / spin down) at -2.51 / -2.52 eV. As for the frontier orbital gap (spin up / spin down): 6.2538 / 6.2548 eV. As for the total charge: -1.

=====

Name the least stable of them. one.